C35H67BrF8N2O10S | ωB97M-V with the def2-TZVPD basis set

Summary:
* charge: 0
* relative energy (zero: lowest compared OMol25 entry of this formula, charge and spin): 308.9 kJ/mol
* frontier orbital gap: 8.16 eV
* largest force on an atom: 4.39 eV/Å
* LUMO energy: -0.59 eV

Geometry as XYZ:
```
124
Properties=species:S:1:pos:R:3:forces:R:3
C -6.710 -0.698 10.416 0.4498 -0.0531 0.0225
H -1.393 -2.757 10.201 -0.0577 -0.0240 0.2018
C 2.023 -2.549 3.420 0.5457 -0.9629 0.4090
C 5.281 3.247 3.318 -0.0449 0.0922 0.0815
H -6.801 -1.586 11.050 -0.1441 0.0867 0.1344
H 4.756 4.199 3.215 -0.0333 -0.0780 0.0520
C -1.178 -3.654 -3.957 -2.7178 -1.3605 -0.6441
S -4.968 -5.573 -4.718 0.5249 0.8058 0.3142
C 1.685 -1.642 -1.017 0.5363 0.1076 -0.6067
H -3.890 8.056 -5.443 -0.1807 0.0305 -0.0496
H -0.529 -1.724 5.056 0.7935 -0.8419 0.4805
H -1.755 -0.508 -3.958 -0.1466 1.0946 -0.5114
H -4.458 1.333 -5.719 0.0623 -0.1197 -0.0083
H 5.201 0.071 -3.889 -0.0689 -0.1148 0.0319
H -1.545 3.420 -8.155 -0.0778 0.1735 -0.0597
H -2.603 -5.177 -2.953 0.4765 0.9659 -0.9021
C -2.415 -4.518 -3.843 -1.0357 0.6181 -2.0546
H 2.959 -0.272 0.826 -0.4039 -0.8142 0.2118
H 1.330 -0.695 1.535 0.8629 -0.2866 -0.3540
H 6.235 3.349 2.794 0.0235 -0.0871 0.0825
H -5.828 -0.114 -7.871 -0.0383 -0.0689 0.0808
H -5.218 -1.406 9.391 -0.0764 0.0649 -0.1598
C 4.611 -2.581 8.204 0.0735 0.0132 -0.0710
C -6.404 0.291 -7.036 -0.0503 -0.0740 -0.0937
C 4.459 2.120 2.722 0.4475 0.1794 -0.1213
H 1.846 -3.773 -1.506 -0.0500 0.9747 -0.4793
C -0.519 3.782 -8.035 0.0775 -0.2177 0.4750
C 0.746 -2.860 -3.158 0.9337 0.1591 0.7809
O 2.136 -2.170 0.255 -0.1855 1.4980 -0.4469
H 6.929 -1.288 -3.198 0.0757 -0.0909 0.1345
H -6.342 0.306 -4.874 -0.1177 -0.1234 -0.0073
H 7.221 -0.184 -0.960 -0.0124 0.0554 -0.0184
H -7.431 -0.076 -7.105 0.0176 0.0549 -0.0309
H 0.632 -1.250 -0.953 0.7571 -0.6634 -0.0001
O -6.100 -1.072 9.188 -0.1309 -0.0671 -0.1327
H 5.480 3.067 4.377 0.0455 0.0266 -0.0397
F 0.857 -2.909 2.752 1.5248 0.9288 0.8392
H 2.914 -2.722 -2.515 -0.9944 -0.0254 0.2608
H 5.881 -2.868 9.923 -0.1177 0.0575 0.1453
H 2.746 -1.476 -5.431 -0.2429 0.3727 1.1946
O 0.352 2.661 -7.940 0.1340 -0.1001 -0.1268
H 5.051 2.436 0.893 -0.1233 0.0160 0.0573
H -1.619 0.278 10.615 -0.0364 -0.0812 0.0404
C 0.331 0.873 -4.302 0.7675 1.5028 -0.6114
C -5.775 -0.106 -5.715 -0.0975 0.3879 -0.2146
C -3.449 -4.554 -4.875 1.2158 1.3800 -0.1520
H -2.662 9.928 -6.592 -0.1005 0.0186 0.0623
H -3.080 9.243 -8.155 -0.0855 -0.0438 0.0383
H -1.953 -2.310 -7.181 -0.0011 -0.4990 0.9980
Br -4.573 -3.692 -7.599 0.8017 -0.1060 1.1583
H -1.680 7.790 -6.031 -0.0613 -0.0959 -0.0744
F 2.727 -1.894 5.628 -1.1875 0.7708 -1.5737
H -1.057 5.522 -6.869 0.0539 -0.1494 0.0606
C -1.969 0.350 -4.668 -0.6562 -0.3415 -0.1744
H 3.500 2.035 3.234 -0.0278 -0.0233 -0.1862
F 2.615 -3.740 3.834 -0.8801 1.7392 -0.4664
H 0.484 1.964 -4.015 -0.0716 -1.1773 -0.1067
C 1.632 0.377 -5.059 -0.1395 0.0465 0.3486
H -2.530 1.185 -4.148 0.6080 -0.9366 -0.2275
H -7.712 -0.328 10.196 0.0664 -0.0898 -0.1380
H 2.425 1.175 -4.957 -0.6199 -1.0048 -0.0328
C -0.396 4.656 -6.802 -0.0336 0.2131 0.0054
C -1.048 -2.856 -5.189 -0.8049 -0.4838 -0.0445
C -3.296 -3.735 -6.135 3.1892 0.9379 1.7618
C -1.917 -1.800 10.115 0.4341 0.1994 -0.2642
H -1.319 -1.472 8.292 -0.1534 -0.0331 0.0459
H 4.605 -4.087 9.756 0.1704 -0.0598 -0.0880
H 5.803 -1.968 -2.010 -0.1203 0.0256 -0.1379
C 0.370 -2.263 5.474 -0.1521 0.2158 0.3420
H 3.565 -2.717 7.920 0.0570 -0.1087 -0.0168
H 3.105 -2.421 10.275 0.1300 0.0312 0.0417
O 4.960 -0.723 -3.395 0.0323 -0.1186 0.0786
H -5.944 -4.592 -4.620 1.0276 -0.4788 -0.1275
O -4.432 0.371 -5.640 -1.0926 -0.0900 -0.1368
C 1.677 -1.735 4.729 -0.3259 -0.6403 1.2188
C 6.379 0.070 -1.607 0.0124 0.0218 0.1301
H 6.623 0.983 -2.157 0.1025 -0.0577 -0.0018
F 1.437 -0.389 4.455 0.6531 -1.7266 0.2785
H -4.301 7.374 -7.026 0.1545 -0.1059 0.0397
O 4.024 -2.271 10.526 0.0724 0.0660 0.1877
H 5.239 -3.149 7.513 -0.0706 0.0200 -0.0335
C 1.890 -2.799 -2.067 -0.9593 -0.3849 0.0840
C -3.565 7.968 -6.484 0.2897 0.3019 0.1003
H 1.364 0.335 -6.156 0.2672 -0.0951 1.2445
F 3.864 -2.784 1.922 -0.6949 1.4080 1.0775
H 0.098 2.163 -7.151 -0.0712 -0.0070 -0.0941
H -6.346 0.676 12.047 0.0759 0.0069 0.0041
C -1.095 -0.675 10.715 -0.0262 0.0495 0.1603
C -5.886 0.374 11.103 -0.0488 0.1425 0.1102
H -0.649 4.089 -5.901 -0.0946 -0.0128 -0.0542
H 2.328 -0.755 -1.323 -0.5872 -0.8935 0.4569
F 0.500 -1.924 6.825 -0.2082 -0.3370 -1.5431
C 4.841 -3.025 9.636 -0.3856 0.0386 -0.1888
H -4.874 0.013 11.305 -0.0546 -0.0373 0.0869
C 2.318 -1.121 1.192 0.0580 0.0532 1.2941
H 4.837 -1.518 8.091 0.0637 -0.0656 0.0344
H -2.877 -1.886 10.627 -0.0267 -0.0254 -0.1618
H -0.895 -0.858 11.773 0.0536 0.0394 -0.0339
F 3.860 -0.896 3.129 -1.2860 -1.0959 -0.4813
F 0.230 -3.633 5.409 0.2969 1.7280 -0.0165
C 6.066 -1.065 -2.563 0.0988 0.3866 -0.0792
H 4.984 1.165 2.813 -0.0317 0.0343 0.1909
H 0.633 5.005 -6.681 -0.0181 -0.0264 -0.1004
C -3.415 9.337 -7.120 -0.0648 0.0572 -0.0936
H 5.510 0.295 -0.983 0.0254 -0.0992 0.0070
C 2.170 -1.042 -4.559 -1.3806 -0.1226 -0.9733
H -5.789 1.252 10.462 -0.0849 -0.0484 0.0218
H -0.141 -0.571 10.190 0.0156 -0.0848 0.0719
H -6.412 1.378 -7.150 -0.0983 -0.0205 0.0640
H 0.103 0.332 -3.345 0.1187 0.1403 -1.0059
H -0.245 4.344 -8.930 0.0576 -0.1521 -0.0085
N -0.296 -3.690 -2.878 1.2868 2.5572 -3.3307
N 0.032 -2.006 -5.397 0.5016 -1.4025 2.4856
H 2.806 -0.968 -3.648 -0.6300 -0.0800 -0.9358
C 3.040 -1.781 2.458 0.2748 -1.0753 -2.0568
O -2.326 7.266 -6.519 -0.1196 -0.0449 -0.0062
O 4.200 2.371 1.342 -0.2304 -0.1351 -0.1443
C 0.930 -2.004 -4.376 -0.9190 -0.4032 -0.4568
H -5.750 -1.192 -5.615 0.1893 0.0663 0.0362
O -2.173 -1.539 8.739 -0.2065 -0.0597 -0.0518
O -0.760 0.874 -5.246 -0.1627 -1.0057 1.2053
H -4.362 9.881 -7.103 0.0589 0.0357 0.0058
H -2.688 -0.074 -5.443 1.8141 0.7721 0.8960
C -2.097 -2.917 -6.258 -1.2985 -1.4302 1.0799
```
Forces are in eV/Å.

=====

C10H13Br3O9 | ωB97M-V with the def2-TZVPD basis set

Summary:
* charge: 0
* relative energy (zero: lowest compared OMol25 entry of this formula, charge and spin): 220.8 kJ/mol
* frontier orbital gap: 10.01 eV
* largest force on an atom: 7.01 eV/Å
* LUMO energy: -0.73 eV

Geometry as XYZ:
```
35
Properties=species:S:1:pos:R:3:forces:R:3
C 4.220 -0.364 3.116 3.5741 -2.8456 2.4327
O -2.763 4.043 -2.054 5.3357 -0.0195 3.0389
Br -0.284 -0.401 -0.097 0.3634 0.1843 0.3415
H 1.238 3.592 -1.452 0.5917 0.4606 0.0906
C -3.531 -2.669 -2.850 0.7512 1.0612 -1.2571
H 2.174 1.586 1.758 0.5882 -0.5031 -1.0349
H 0.877 -1.668 1.858 0.0272 0.6662 -0.4120
C -1.679 3.966 -1.394 -3.5370 0.0173 -2.8605
O 5.260 -1.078 3.256 -5.2039 3.2490 -0.7626
O -4.041 -3.845 -3.432 -3.6261 3.0190 -1.4185
C -0.156 3.375 0.144 0.4594 -1.1971 1.6093
H -4.143 -2.165 -2.101 -0.6991 -0.2181 -0.6965
O -2.346 -4.526 -2.338 1.5010 -0.3965 -0.1109
H 0.936 5.077 -0.383 0.4606 0.2013 -0.6624
C -2.258 -3.106 -2.218 -0.3689 -0.8575 1.0590
O -3.615 -5.999 -3.475 0.3752 0.5448 -0.2918
C 2.207 0.619 3.593 0.1590 1.0353 -0.1952
O -1.495 3.240 -0.300 -0.6759 -0.2426 0.5825
H 1.320 0.094 3.240 0.1866 -0.5113 -0.0727
O 3.935 0.425 2.089 0.7783 -0.0845 -1.0103
C -3.354 -4.866 -3.180 1.4938 -3.7794 1.9528
H 0.252 2.372 0.266 0.0333 0.0151 -0.2031
H -0.103 3.831 1.132 -0.4440 0.1556 0.0030
H 1.850 1.334 4.334 0.2620 -0.1544 0.2481
C 0.744 -1.753 0.779 0.0609 -2.1789 -0.5339
O 3.218 -0.209 4.095 1.5445 -1.3463 -0.3936
C 0.527 4.215 -0.910 2.5084 -1.8382 2.9759
H -2.342 -2.909 -1.150 0.9273 0.3044 -0.2034
O -0.465 4.506 -1.704 -4.6899 2.4927 -4.5707
H -1.429 -2.655 -2.765 0.4768 -0.4325 0.6008
H 3.306 2.311 2.788 0.8686 -0.2565 0.1643
C 2.958 1.328 2.470 -2.7782 1.4422 0.6081
Br -0.288 -3.457 0.657 0.2884 0.4893 0.2924
Br 2.476 -2.165 -0.064 -0.6393 0.7106 0.4556
H -3.205 -2.080 -3.707 -0.9538 0.8131 0.2346
```
Forces are in eV/Å.

=====

C2H4LiMnO2 | ωB97M-V with the def2-TZVPD basis set

Summary:
* charge: 0
* 2S+1: 7
* ⟨S²⟩: 12.002
* frontier orbital gap (spin up / spin down): 7.33 / 6.74 eV
* largest force on an atom: 1.97 eV/Å
* LUMO energy (spin up / spin down): -0.48 / -1.07 eV

Geometry as XYZ:
```
10
Properties=species:S:1:pos:R:3:forces:R:3
O -1.041 -0.579 1.643 0.1931 0.4184 -0.6884
H -1.913 -2.673 -0.812 0.1971 0.3019 0.1551
C -1.489 -1.654 0.986 -0.5234 -1.0916 -1.5512
H -1.903 -2.467 1.600 0.0205 0.3507 -0.1365
O -2.530 2.162 -0.007 0.7169 -0.6406 0.2733
Mn -0.641 -0.344 3.440 0.3002 0.2290 1.3893
H -2.919 2.503 -0.810 -0.0020 0.0375 0.0732
H -0.972 -1.059 -0.997 -0.3677 -0.1610 0.1697
Li -1.395 0.955 0.531 -0.8277 0.5961 -0.4596
C -1.477 -1.786 -0.353 0.2930 -0.0405 0.7752
```
Forces are in eV/Å.